## w
Here is a 2-piece molecular cluster, CH5NOP2 overall from the OMol25 dataset. Energies are from the ωB97M-V functional and the def2-TZVPD basis.

Values from the calculation:
LUMO level (alpha / beta)	-0.0226 / -0.0415	Eh
HOMO-LUMO gap (alpha / beta)	8.90 / 6.60	eV

```
! RIJCOSX wB97M-V def2-TZVPD def2/J DEFGRID3
* xyz 0 1
C -0.045 1.135 -0.756
N -1.067 -1.771 2.421
O 0.756 0.661 0.290
P -0.458 -2.188 1.073
P 0.190 1.182 1.754
H -1.066 0.992 -0.491
H 0.206 0.434 -1.500
H 0.285 2.058 -1.036
H 0.166 -3.435 1.376
H 1.413 0.975 2.557
*
```

Partial atomic charges computed with the Mulliken method, in multiples of e:
1 C -0.748
2 N -0.294
3 O -0.256
4 P 0.189
5 P 0.013
6 H 0.393
7 H 0.259
8 H 0.310
9 H 0.088
10 H 0.043

## x
Here is one molecule with the formula CH5NOP2 from the OMol25 dataset. Energies are from the ωB97M-V functional and the def2-TZVPD basis.

Values from the calculation:
LUMO level	0.0230	Eh
HOMO-LUMO gap	9.53	eV
structure (SMILES)	O=CN[PH]#[PH2]

```
! RIJCOSX wB97M-V def2-TZVPD def2/J DEFGRID3
* xyz 0 1
C 1.775 0.090 -0.102
N 0.591 0.776 0.044
O 1.981 -1.089 0.047
P -1.836 -1.296 0.129
P -1.206 0.793 0.251
H 2.684 0.700 -0.444
H 0.774 1.797 -0.033
H -0.842 -1.735 -0.702
H -2.773 -1.112 -0.851
H -1.147 1.076 1.660
*
```

Partial atomic charges computed with the Mulliken method, in multiples of e:
1 C 0.121
2 N -0.272
3 O -0.495
4 P -0.083
5 P 0.002
6 H 0.251
7 H 0.276
8 H 0.066
9 H 0.060
10 H 0.075

Short version: x, w, most stable first.

## w
Here is an isolated ion of composition C5H10NS and charge +1 from the OMol25 dataset. Energies are from the ωB97M-V functional and the def2-TZVPD basis.

Values from the calculation:
LUMO level	-0.1382	Eh
HOMO-LUMO gap	9.38	eV
structure (SMILES)	C[N+]1(C)C=CSC1

```
! RIJCOSX wB97M-V def2-TZVPD def2/J DEFGRID3
* xyz 1 1
C 0.376 -1.112 0.862
C 1.592 -1.089 1.460
C 1.744 0.261 -0.740
C -0.700 -0.662 -1.172
C -0.603 0.939 0.650
N 0.108 -0.102 -0.071
S 2.710 0.045 0.819
H -0.426 -1.812 1.094
H 2.030 -1.719 2.188
H 2.008 -0.606 -1.440
H 1.811 1.234 -1.102
H -0.384 -1.605 -1.643
H -1.628 -1.080 -0.712
H -0.804 0.221 -1.865
H -1.128 1.537 -0.035
H -1.209 0.436 1.373
H 0.079 1.558 1.085
*
```

Partial atomic charges computed with the Mulliken method, in multiples of e:
1 C -0.647
2 C -0.164
3 C -0.346
4 C -0.949
5 C -0.876
6 N 0.056
7 S -0.021
8 H 0.446
9 H 0.435
10 H 0.336
11 H 0.407
12 H 0.394
13 H 0.379
14 H 0.381
15 H 0.401
16 H 0.354
17 H 0.415

## x
Here is an isolated ion of composition C5H10NS and charge +1 from the OMol25 dataset. Energies are from the ωB97M-V functional and the def2-TZVPD basis.

Values from the calculation:
LUMO level	-0.1623	Eh
HOMO-LUMO gap	8.90	eV
structure (SMILES)	C[C@@H](C=[NH2+])/C=C\S

```
! RIJCOSX wB97M-V def2-TZVPD def2/J DEFGRID3
* xyz 1 1
C -0.892 0.693 -0.546
C -0.201 0.972 -1.640
C -0.194 0.258 0.738
C 0.099 -1.121 0.177
C -0.907 0.293 2.146
N 1.199 -1.671 -0.273
S 1.602 0.760 -1.755
H -2.001 0.741 -0.817
H -0.579 1.297 -2.648
H 0.767 0.755 1.048
H -0.834 -1.573 0.131
H -0.302 -0.089 2.946
H -1.711 -0.298 2.166
H -1.060 1.420 2.343
H 1.830 1.232 -3.041
H 1.151 -2.509 -0.840
H 2.034 -1.158 -0.137
*
```

Partial atomic charges computed with the Mulliken method, in multiples of e:
1 C -0.697
2 C 0.014
3 C 0.502
4 C -0.234
5 C -1.560
6 N -0.191
7 S -0.219
8 H 0.291
9 H 0.373
10 H 0.386
11 H 0.366
12 H 0.425
13 H 0.453
14 H 0.334
15 H 0.195
16 H 0.246
17 H 0.316

Short version: x, w, most stable first.

## w
Here is an isolated ion of composition C5H10NS and charge +1 from the OMol25 dataset. Energies are from the ωB97M-V functional and the def2-TZVPD basis.

Values from the calculation:
LUMO level	-0.1029	Eh
HOMO-LUMO gap	11.24	eV
structure (SMILES)	CC[N@@+]12C[C@@H]1[C@H]2S

```
! RIJCOSX wB97M-V def2-TZVPD def2/J DEFGRID3
* xyz 1 1
C -1.280 -1.309 0.396
C -1.001 -0.275 1.468
C -0.961 0.814 0.501
C 1.436 -0.071 -1.551
C 1.161 -0.496 -0.128
N -0.189 -0.360 0.235
S -0.131 2.407 0.934
H -1.125 -2.315 0.532
H -2.119 -1.158 -0.378
H -0.569 -0.238 2.412
H -1.931 0.852 -0.112
H 0.904 -0.604 -2.397
H 1.343 0.956 -1.694
H 2.546 -0.282 -1.821
H 1.474 0.308 0.442
H 1.660 -1.404 0.131
H -1.217 3.177 1.028
*
```

Partial atomic charges computed with the Mulliken method, in multiples of e:
1 C -0.511
2 C 0.092
3 C -0.198
4 C -1.052
5 C -0.318
6 N 0.142
7 S -0.162
8 H 0.335
9 H 0.199
10 H 0.323
11 H 0.300
12 H 0.312
13 H 0.355
14 H 0.334
15 H 0.179
16 H 0.453
17 H 0.214

## x
Here is an isolated ion of composition C5H10NS and charge +1 from the OMol25 dataset. Energies are from the ωB97M-V functional and the def2-TZVPD basis.

Values from the calculation:
LUMO level	-0.1273	Eh
HOMO-LUMO gap	9.36	eV
structure (SMILES)	CSC#C[NH+](C)C

```
! RIJCOSX wB97M-V def2-TZVPD def2/J DEFGRID3
* xyz 1 1
C 0.438 0.321 0.881
C 0.329 -0.799 1.440
C 1.942 1.012 -0.885
C -0.426 1.049 -1.307
C -1.596 -2.365 2.390
N 0.608 1.142 -0.231
S 0.208 -1.950 2.647
H 2.101 0.054 -1.239
H 2.109 1.837 -1.469
H 2.751 1.090 -0.284
H -0.347 0.122 -1.706
H -1.323 1.267 -0.727
H -0.262 1.636 -2.122
H -2.104 -1.474 2.414
H -1.765 -2.972 3.258
H -1.811 -2.978 1.572
H 0.632 1.998 0.363
*
```

Partial atomic charges computed with the Mulliken method, in multiples of e:
1 C 0.006
2 C -0.121
3 C -1.174
4 C -0.866
5 C -0.875
6 N 0.032
7 S -0.016
8 H 0.465
9 H 0.468
10 H 0.477
11 H 0.432
12 H 0.356
13 H 0.397
14 H 0.328
15 H 0.337
16 H 0.330
17 H 0.424

Short version: w, x, most stable first.